Formula: C3H6FNOS
Source: OMol25
Level of theory: ωB97M-V/def2-TZVPD

Geometry as XYZ:
```
13
Properties=species:S:1:pos:R:3:forces:R:3
C 0.27534 0.29912 -0.37039 -4.5 -0.3 -2.2
C 1.47325 -0.38905 0.03936 3.4 -1.0 -0.3
C -0.83218 -0.73392 -0.09780 -0.1 -1.9 -1.4
H 0.21982 1.84769 1.11615 -0.4 -1.0 -2.6
H 0.00070 2.42764 -0.52760 0.2 -2.1 1.1
H -0.11212 0.13891 -1.54582 2.3 1.5 2.4
H 2.31982 0.47897 0.16985 -1.6 -2.8 -0.4
H 1.53596 -1.22405 -0.84313 1.0 1.7 2.9
H -3.15477 -1.42473 0.66074 1.4 1.5 -0.4
N -0.01667 1.56674 0.09561 -0.1 4.7 1.9
O -0.53781 -1.78330 -0.64595 -2.2 -0.1 1.5
F 1.27769 -1.03055 1.39184 0.4 1.4 -2.7
S -2.44904 -0.17348 0.55714 0.1 -1.6 0.1
```
Forces are in eV/Å.

Values from the calculation:
Relative energy (zero: lowest compared OMol25 entry of this formula, charge and spin) ... 70.42 kcal per mole
Gap between HOMO and LUMO ... 9.59 eV
E ... -745.85703 Ha
Net charge ... 0
SMILES ... N[C@@H](CF)C(=O)S
LUMO ... 0.0197 Ha

Mulliken population analysis, charges in e, atoms 1 to 4: 0.130, -0.350, 0.385, 0.236

---

Formula: C3H6FNOS
Source: OMol25
Level of theory: ωB97M-V/def2-TZVPD

Geometry as XYZ:
```
13
Properties=species:S:1:pos:R:3:forces:R:3
C 0.15007 1.35299 0.59406 -2.8 2.6 -0.2
C -1.23000 0.65289 0.36586 -1.2 -0.5 0.1
C 1.25594 -1.37112 -0.78796 -0.9 1.8 -0.4
H 0.01005 2.45443 1.08268 0.4 -2.8 -0.4
H 0.71033 1.51681 -0.30361 -0.5 0.4 -1.1
H -2.13395 1.27992 0.10348 1.5 -0.3 -0.5
H -1.68467 0.13057 1.26679 1.4 0.6 -0.4
H -0.55605 -2.23435 -0.52930 1.4 2.0 1.5
H 1.69444 -2.38265 -0.53469 -0.5 1.2 -0.3
N -0.07927 -1.29281 -0.19127 -0.4 -4.2 -2.6
O -1.09705 -0.40148 -0.65458 1.3 1.5 0.7
F 0.90440 0.45845 1.22373 1.4 -0.4 2.5
S 2.05578 -0.16365 -1.63519 -1.0 -2.1 1.2
```
Forces are in eV/Å.

Values from the calculation:
Relative energy (zero: lowest compared OMol25 entry of this formula, charge and spin) ... 97.44 kcal per mole
Gap between HOMO and LUMO ... 8.87 eV
E ... -745.81397 Ha
Net charge ... 0
SMILES ... FCCONC=S
LUMO ... 0.0015 Ha

Mulliken population analysis, charges in e, atoms 1 to 4: -0.307, -0.187, -0.101, 0.246

---

Formula: C3H6FNOS2
Source: OMol25
Level of theory: ωB97M-V/def2-TZVPD

Geometry as XYZ:
```
14
Properties=species:S:1:pos:R:3:forces:R:3
C -1.22719 0.55852 0.47511 -0.1 0.0 0.0
C 0.75002 -0.57996 -0.31474 0.7 0.2 0.3
C 1.11990 -2.02928 -0.56774 -0.6 0.2 -0.5
H -2.29243 2.79481 1.04604 -0.3 -0.1 0.1
H 0.42453 1.66890 0.00823 0.6 -0.1 -0.2
H 1.44741 -0.14181 0.43213 -0.4 -0.3 -0.2
H 0.87303 -0.02366 -1.24226 -0.2 0.2 -0.2
H 0.42902 -2.47960 -1.31960 0.7 0.3 0.4
H 1.04733 -2.57236 0.36131 0.1 -0.4 0.2
N -0.51567 1.69373 0.32398 -0.9 0.0 0.3
O -0.58846 -0.58768 0.15271 -0.1 0.2 0.0
F 2.42980 -2.05041 -1.02645 -0.3 -0.1 0.0
S -1.10480 3.28455 0.66139 0.3 -0.2 -0.1
S -2.79248 0.46425 1.00988 0.4 0.1 -0.1
```
Forces are in eV/Å.

Values from the calculation:
Relative energy (zero: lowest compared OMol25 entry of this formula, charge and spin) ... 4.29 kcal per mole
Gap between HOMO and LUMO ... 9.15 eV
E ... -1144.10707 Ha
Net charge ... 0
SMILES ... FCCOC(=S)NS
LUMO ... 0.0131 Ha

Mulliken population analysis, charges in e, atoms 1 to 4: 0.505, -0.421, -0.382, 0.113

---

Formula: C3H6FNS
Source: OMol25
Level of theory: ωB97M-V/def2-TZVPD

Geometry as XYZ:
```
12
Properties=species:S:1:pos:R:3:forces:R:3
C 0.99114 -0.95919 0.35029 0.6 -0.1 3.8
C -2.33510 0.24230 -0.54711 -0.8 -1.2 -1.5
C -1.54749 0.80424 0.34414 -0.3 0.0 0.3
N 1.85459 -0.50527 -0.39103 1.9 0.6 -3.7
F -0.46289 1.54818 0.10106 0.0 0.3 -0.9
S 3.32025 0.19184 0.20806 -1.3 -0.4 0.6
H 0.09776 -1.51798 0.12420 -0.1 0.2 -0.7
H 1.29678 -0.79366 1.39592 -1.3 -0.7 0.6
H -3.17222 -0.48642 -0.35547 1.0 1.2 0.6
H -2.18839 0.30562 -1.63751 0.4 0.3 0.7
H -1.66097 0.78493 1.39907 -0.5 -0.4 0.8
H 3.80656 0.38542 -0.99162 0.3 0.2 -0.7
```
Forces are in eV/Å.

Values from the calculation:
Relative energy (zero: lowest compared OMol25 entry of this formula, charge and spin) ... 70.46 kcal per mole
Gap between HOMO and LUMO ... 10.15 eV
E ... -670.61183 Ha
Net charge ... 0
SMILES ... C=CF.C=NS
LUMO ... 0.0356 Ha

Mulliken population analysis, charges in e, atoms 1 to 4: -0.307, -0.542, -0.096, -0.329

---

Formula: C3H6FO2Sn
Source: OMol25
Level of theory: ωB97M-V/def2-TZVPD

Geometry as XYZ:
```
13
Properties=species:S:1:pos:R:3:forces:R:3
O -0.57919 -2.31018 -0.92012 1.1 -0.7 -0.1
C 0.44907 -1.76970 -0.50580 1.2 -0.3 0.2
C 0.45775 -0.39691 -0.00876 2.5 0.8 0.7
O -0.81723 0.17664 -0.21795 1.9 1.2 0.8
C -0.98883 1.46085 0.37669 -0.1 1.1 0.4
Sn -2.20004 -1.05927 -0.96682 -4.3 -0.9 -1.4
H 1.40781 -2.31461 -0.51364 -0.3 0.1 0.1
H 1.32108 0.21324 -0.48319 -0.6 -0.5 0.7
H -0.27559 2.16983 -0.06515 -0.1 -0.3 0.1
H -2.01284 1.78507 0.16515 0.2 -0.1 0.1
H -0.82818 1.39603 1.46098 0.0 0.0 -0.3
H 0.76283 -0.39158 1.08630 -0.2 0.0 -1.0
F 3.30337 1.04057 0.59231 -1.0 -0.5 -0.3
```
Forces are in eV/Å.

Values from the calculation:
Multiplicity ... 2
Gap between HOMO and LUMO (alpha / beta) ... 5.64 / 5.50 eV
E ... -582.36627 Ha
Net charge ... 0
LUMO (alpha / beta) ... -0.0569 / -0.0622 Ha
Expectation value of S² ... 0.7551

Mulliken population analysis, charges in e, atoms 1 to 4: -0.518, 0.147, -0.302, -0.217

---

Formula: C3H6FeO3
Source: OMol25
Level of theory: ωB97M-V/def2-TZVPD

Geometry as XYZ:
```
13
Properties=species:S:1:pos:R:3:forces:R:3
C -1.14800 -0.28585 -1.62067 -0.6 -0.5 2.1
C -0.01923 -1.15063 -1.28212 -1.2 -0.5 3.6
O 1.14328 -0.30452 -1.36988 0.4 1.1 -0.1
C 2.28196 -0.53632 -1.99504 0.2 -1.0 -0.2
O 2.86876 0.64508 -1.84590 -0.1 0.9 0.5
Fe 1.16938 1.67453 -0.85750 -0.8 -0.7 0.7
H -2.10073 -0.79571 -1.45625 0.1 0.2 0.1
H -1.16525 0.21051 -2.59318 0.2 1.2 0.6
H 0.12239 -2.04850 -1.88645 0.0 -0.1 0.5
H 3.80777 0.65373 -2.08334 0.4 0.0 -0.3
H -0.35343 -0.98269 0.08674 1.7 -2.3 -3.8
O -0.90548 0.55775 -0.04443 0.2 1.3 -3.9
H -1.73709 1.01918 0.10413 -0.5 0.5 0.5
```
Forces are in eV/Å.

Values from the calculation:
Relative energy (zero: lowest compared OMol25 entry of this formula, charge and spin) ... 85.46 kcal per mole
Multiplicity ... 5
Gap between HOMO and LUMO (alpha / beta) ... 8.20 / 7.28 eV
E ... -1606.39651 Ha
Net charge ... +2
LUMO (alpha / beta) ... -0.4098 / -0.4434 Ha
Expectation value of S² ... 6.0046

Mulliken population analysis, charges in e, atoms 1 to 4: -0.176, -0.437, 0.080, -0.050

---

Formula: C3H6HgO3
Source: OMol25
Level of theory: ωB97M-V/def2-TZVPD

Geometry as XYZ:
```
13
Properties=species:S:1:pos:R:3:forces:R:3
O -1.01574 -0.78683 -2.08899 -5.1 0.4 -1.3
C -2.07052 -0.37086 -1.57148 0.6 0.6 -2.0
H -3.02403 -0.89137 -1.76274 0.3 -0.2 0.5
H -2.12756 0.66822 -1.19971 0.2 -0.5 0.4
O 1.99747 -0.04552 -0.48301 4.7 2.8 1.3
C 1.46943 0.73982 0.54787 -0.1 0.7 0.6
C 0.46762 -0.05061 1.41241 0.0 -0.1 1.0
O -0.43643 -0.79504 0.63129 -3.0 1.1 4.3
Hg 0.55771 -1.13574 -0.96971 2.3 -4.2 -4.0
H 0.93896 1.62758 0.13526 0.2 -0.2 0.0
H 2.26673 1.13168 1.21272 -0.2 -0.3 -0.3
H -0.06879 0.65515 2.07875 0.2 -0.3 -0.3
H 1.04516 -0.74647 2.05732 -0.2 0.3 -0.1
```
Forces are in eV/Å.

Values from the calculation:
Relative energy (zero: lowest compared OMol25 entry of this formula, charge and spin) ... 89.05 kcal per mole
Gap between HOMO and LUMO (alpha / beta) ... 7.53 / 7.53 eV
E ... -496.81858 Ha
Net charge ... 0
LUMO (alpha / beta) ... -0.0369 / -0.0369 Ha

Mulliken population analysis, charges in e, atoms 1 to 4: -0.602, 0.077, 0.262, 0.208

---

Formula: C3H6I2
Source: OMol25
Level of theory: ωB97M-V/def2-TZVPD

Geometry as XYZ:
```
11
Properties=species:S:1:pos:R:3:forces:R:3
C 1.23754 0.06081 -1.06251 -1.8 -3.6 0.5
C -0.27569 0.02359 1.26835 -1.7 -1.1 2.2
C -1.62864 -0.16134 1.10446 2.3 2.1 -1.7
I -2.36825 -1.90012 0.23990 0.0 0.0 0.3
I -2.36454 1.69531 0.17731 -0.4 -0.7 0.8
H 1.47602 -0.33328 -2.00578 -0.9 -1.6 -1.8
H 0.92241 0.93437 -1.38115 -0.5 5.3 -0.8
H 0.22265 -0.27739 -0.57944 2.9 -0.4 -1.2
H 2.23096 -0.08251 -0.74064 0.7 0.5 2.2
H 0.34895 -0.86068 1.21972 0.0 -0.1 0.5
H 0.19859 0.90124 1.75978 -0.6 -0.4 -1.1
```
Forces are in eV/Å.

Values from the calculation:
Relative energy (zero: lowest compared OMol25 entry of this formula, charge and spin) ... 66.87 kcal per mole
Gap between HOMO and LUMO ... 8.33 eV
E ... -713.16353 Ha
Net charge ... 0
LUMO ... -0.0255 Ha

Mulliken population analysis, charges in e, atoms 1 to 4: -1.190, -0.910, -0.112, 0.139

---

Formula: C3H6I2Si
Source: OMol25
Level of theory: ωB97M-V/def2-TZVPD

Geometry as XYZ:
```
12
Properties=species:S:1:pos:R:3:forces:R:3
C 1.87800 -1.16701 1.61286 0.6 0.0 0.3
C 0.62867 -1.05577 1.28027 -1.3 1.6 -2.8
C -1.85900 1.09793 -0.77231 0.3 -0.1 0.0
Si -0.13050 0.36825 -1.02076 0.7 -1.3 2.1
I -0.08495 -1.19762 -2.94278 0.0 0.4 0.4
I 1.59039 2.12222 -1.32970 -0.4 -0.4 0.1
H 2.17736 -1.73329 2.49190 -0.1 -0.1 0.1
H 2.68451 -0.69287 1.08030 0.1 0.1 -0.2
H -0.24713 -1.47202 1.73388 -0.3 -0.2 0.2
H -1.89308 2.14750 -1.04663 0.1 0.1 -0.1
H -2.59858 0.56256 -1.35994 0.0 -0.1 -0.1
H -2.14567 1.02012 0.27291 0.1 0.0 0.2
```
Forces are in eV/Å.

Values from the calculation:
Relative energy (zero: lowest compared OMol25 entry of this formula, charge and spin) ... 66.54 kcal per mole
Gap between HOMO and LUMO ... 7.89 eV
E ... -1002.75642 Ha
Net charge ... 0
LUMO ... -0.0218 Ha

Mulliken population analysis, charges in e, atoms 1 to 4: -0.423, -0.405, -0.961, 0.343

---

Formula: C3H6INO
Source: OMol25
Level of theory: ωB97M-V/def2-TZVPD

Geometry as XYZ:
```
12
Properties=species:S:1:pos:R:3:forces:R:3
C 0.46141 1.11929 0.48099 -0.3 0.6 -0.3
C -0.03665 1.73570 -0.76977 0.5 0.6 1.7
C 1.00879 -0.91625 1.68098 -2.6 -0.7 1.1
N 0.61581 0.03894 0.96365 -0.2 2.6 -1.1
O -0.85282 -1.60249 -1.44437 1.3 0.7 2.6
I -2.66346 -2.27093 -0.91874 0.7 0.3 0.0
H -0.19664 1.09435 -1.56948 -0.6 -1.5 -1.4
H -0.90456 2.34588 -0.55292 -0.2 0.1 0.0
H 0.75923 2.39980 -1.03345 0.3 0.7 -0.4
H 1.87430 -1.34322 1.36988 2.5 -1.6 -0.1
H -0.30570 -1.36225 -0.56951 -1.9 -0.9 -2.5
H 0.24029 -1.23881 2.36275 0.5 -0.8 0.4
```
Forces are in eV/Å.

Values from the calculation:
Relative energy (zero: lowest compared OMol25 entry of this formula, charge and spin) ... 86.63 kcal per mole
Gap between HOMO and LUMO ... 6.95 eV
E ... -545.44371 Ha
Net charge ... 0
LUMO ... -0.0269 Ha

Mulliken population analysis, charges in e, atoms 1 to 4: -0.012, -0.874, -0.510, -0.106

---

Formula: C3H6INOS
Source: OMol25
Level of theory: ωB97M-V/def2-TZVPD

Geometry as XYZ:
```
13
Properties=species:S:1:pos:R:3:forces:R:3
C 0.96103 0.44489 -0.05585 0.3 -0.5 0.2
C 0.62004 -0.77511 -0.98586 0.2 -0.1 -1.5
C -0.28502 1.25166 0.21015 -1.7 -2.9 -1.6
N -0.74003 -1.33122 -0.65995 2.7 -0.5 -1.4
O -2.74018 -0.53852 0.51441 -0.2 0.7 0.5
S -1.32095 -0.44503 0.36442 -0.9 0.8 1.8
I -0.27436 -1.08070 2.77432 -0.6 0.1 -0.3
H 1.30530 0.08827 0.97041 0.1 0.5 -1.7
H 1.68054 1.00093 -0.63176 0.6 0.4 0.3
H 0.50556 -0.41491 -2.06675 0.3 -0.4 1.4
H 1.50174 -1.50816 -1.01307 -1.7 0.7 0.4
H -0.36672 1.55860 1.21347 -0.2 1.2 0.9
H -0.84695 1.74930 -0.63394 0.9 -0.2 1.1
```
Forces are in eV/Å.

Values from the calculation:
Relative energy (zero: lowest compared OMol25 entry of this formula, charge and spin) ... 63.36 kcal per mole
Gap between HOMO and LUMO ... 8.01 eV
E ... -943.68730 Ha
Net charge ... 0
LUMO ... -0.0428 Ha

Mulliken population analysis, charges in e, atoms 1 to 4: -0.355, -0.444, -0.532, -0.260

---

Formula: C3H6INS
Source: OMol25
Level of theory: ωB97M-V/def2-TZVPD

Geometry as XYZ:
```
12
Properties=species:S:1:pos:R:3:forces:R:3
C -0.50200 -1.21925 -0.71688 -1.2 0.5 0.3
C -0.34230 0.11727 -0.15153 1.8 -1.9 -2.0
C 0.97568 0.52640 0.40598 1.3 0.2 -3.5
N -1.34959 0.83576 0.33341 -2.0 1.1 0.4
S -0.46739 -0.26321 -2.28830 0.4 0.2 0.8
I -3.07313 1.00947 -0.78804 0.1 0.2 0.9
H 0.39203 -1.81476 -0.71056 0.0 -0.5 0.5
H -1.45923 -1.68480 -0.37541 0.8 0.0 -0.7
H 0.91509 1.58809 0.43619 0.7 1.1 0.0
H 1.91229 0.16580 -0.16810 -1.8 0.6 0.8
H 1.00275 0.20525 1.36884 0.3 -1.2 3.0
H -1.07300 1.70656 0.78694 -0.4 -0.2 -0.5
```
Forces are in eV/Å.

Values from the calculation:
Relative energy (zero: lowest compared OMol25 entry of this formula, charge and spin) ... 9.86 kcal per mole
Gap between HOMO and LUMO ... 7.12 eV
E ... -868.46443 Ha
Net charge ... 0
LUMO ... -0.0245 Ha

Mulliken population analysis, charges in e, atoms 1 to 4: -0.894, 0.938, -1.378, -0.656